Below is 10 unconnected molecules or ions with the total composition C40H100O20, with properties calculated with ωB97M-V/def2-TZVPD.

Geometry as XYZ:
```
160
Properties=species:S:1:pos:R:3:forces:R:3:lowdin_charge:R:1
C 4.2266 -6.7911 5.9066 -0.278 -0.679 0.304 -0.116
O 3.2318 -5.7746 5.6938 -0.172 -0.149 0.681 -0.175
C 2.2149 -5.6631 6.7238 -0.408 0.525 -0.556 -0.174
C 1.2275 -4.4436 6.6163 -0.112 0.417 -1.432 -0.141
O 0.1717 -4.5599 5.5684 0.979 -0.787 1.272 -0.213
C -0.5462 -3.3952 5.1321 1.689 0.070 1.318 -0.107
H 5.1868 -6.5492 6.3622 0.032 1.378 -0.041 0.073
H 4.4947 -7.2838 4.9720 -0.402 0.244 -0.220 0.082
H 3.9415 -7.5821 6.6001 -0.895 -0.154 -0.098 0.077
H 2.7012 -5.6156 7.6982 0.087 0.374 0.150 0.115
H 1.5583 -6.5306 6.7911 0.135 -0.463 -0.457 0.119
H 1.7385 -3.4946 6.4537 0.452 -0.027 -0.293 0.112
H 0.8042 -4.3174 7.6128 -0.508 -0.349 0.054 0.111
H 0.1662 -2.6792 4.7222 0.039 -0.235 -1.259 0.074
H -0.8688 -2.7456 5.9458 -0.900 -0.576 0.594 0.073
H -1.3551 -3.7624 4.5005 0.270 0.417 -0.026 0.092
C 7.4138 -5.6803 -0.1820 0.123 0.292 -0.927 -0.112
O 6.6004 -6.6363 -0.8501 -0.091 0.492 0.284 -0.180
C 5.3442 -6.0770 -1.2140 -0.684 -0.647 0.060 -0.218
C 4.4095 -7.2117 -1.6454 1.998 0.127 -1.150 -0.184
O 4.7884 -7.6106 -3.0016 -0.846 -1.225 1.108 -0.203
C 4.5646 -9.0588 -3.1867 0.909 1.878 0.691 -0.073
H 6.8870 -5.1515 0.6123 -0.024 -0.437 0.491 0.082
H 7.7103 -4.8789 -0.8587 -0.032 0.158 -0.437 0.079
H 8.3602 -6.1349 0.1110 -0.383 -0.266 0.373 0.088
H 5.4381 -5.3088 -1.9815 0.118 0.072 -0.121 0.128
H 4.8542 -5.6568 -0.3357 0.123 0.414 0.287 0.117
H 3.3538 -6.9565 -1.5535 -0.034 0.030 -0.144 0.122
H 4.7048 -7.9891 -0.9407 -0.477 -0.438 -0.011 0.113
H 5.0213 -9.5617 -2.3342 -0.181 -0.211 0.147 0.075
H 5.1674 -9.3507 -4.0466 -0.617 0.042 -0.268 0.083
H 3.4923 -9.2521 -3.2159 0.093 -0.280 -0.379 0.082
C 1.3088 0.3707 0.9136 -1.038 0.516 0.190 -0.080
O 0.2480 -0.1729 0.0630 1.019 0.898 0.310 -0.189
C -0.7915 0.7682 -0.2317 -0.629 0.000 1.027 -0.234
C -1.7886 0.2517 -1.2588 0.536 -1.226 0.157 -0.168
O -2.7197 -0.8492 -0.8776 1.908 1.107 0.074 -0.189
C -2.0525 -2.1381 -0.6695 -0.709 0.775 -0.992 -0.085
H 1.3955 1.4560 0.8625 -0.148 0.215 -0.708 0.075
H 2.3122 -0.0167 0.7368 -0.422 -0.510 -0.501 0.083
H 1.0823 0.2532 1.9734 -0.240 -0.616 0.098 0.077
H -0.4227 1.7244 -0.6029 0.563 -0.033 -0.471 0.117
H -1.3184 1.0879 0.6673 -0.110 -0.377 0.532 0.123
H -1.1069 0.0188 -2.0768 -0.260 -1.047 -0.469 0.116
H -2.3094 1.1143 -1.6746 -0.781 -0.245 0.531 0.119
H -2.8198 -2.8813 -0.4529 -0.200 0.335 0.282 0.079
H -1.2866 -2.1487 0.1060 -0.047 0.286 -0.126 0.076
H -1.6670 -2.4352 -1.6448 0.560 -0.083 0.072 0.081
C 7.2656 4.6421 -0.7616 0.478 -0.496 -0.861 -0.160
O 6.3451 5.1504 0.1142 -1.169 1.536 1.565 -0.199
C 6.8258 6.1491 1.0775 -1.172 -0.591 -1.720 -0.143
C 5.6402 7.0303 1.5395 -0.141 -0.048 0.145 -0.192
O 5.0053 7.8445 0.5494 0.052 -0.221 -1.196 -0.189
C 3.5930 7.6483 0.3579 0.128 -0.439 1.360 -0.096
H 7.7182 5.4294 -1.3645 0.595 0.111 0.169 0.089
H 6.7711 4.0079 -1.4974 -0.406 -0.043 0.136 0.085
H 7.9709 3.9809 -0.2581 0.598 0.205 0.016 0.085
H 7.5631 6.8131 0.6263 0.134 -0.064 -0.335 0.117
H 7.3187 5.5829 1.8678 -0.194 0.337 0.509 0.121
H 6.0641 7.7396 2.2504 0.062 -0.050 0.310 0.118
H 4.8851 6.4396 2.0581 0.017 -0.208 0.032 0.118
H 3.1118 7.9862 1.2757 -0.293 -0.186 0.236 0.079
H 3.3325 6.6032 0.1905 0.205 -0.178 0.026 0.083
H 3.0789 8.2149 -0.4185 1.101 0.334 -0.389 0.082
C -3.2532 11.3495 8.0749 0.239 -0.391 -1.744 -0.069
O -2.0213 10.7611 7.5767 0.050 -0.675 1.007 -0.187
C -2.0568 10.2127 6.2661 -0.232 0.921 -1.487 -0.218
C -3.0767 9.1108 6.0590 -0.645 -1.420 0.714 -0.201
O -2.9898 8.3913 4.8253 1.848 2.501 -0.646 -0.185
C -3.3214 7.0662 4.6140 -1.147 -0.509 1.765 -0.126
H -3.3901 11.4662 9.1500 1.057 -0.348 0.063 0.086
H -4.0668 10.7020 7.7479 -0.305 0.440 0.003 0.066
H -3.2877 12.3371 7.6151 -0.564 0.112 0.012 0.087
H -1.0777 9.8577 5.9443 0.215 -0.151 0.763 0.129
H -2.2598 10.9865 5.5258 -0.192 0.524 -0.027 0.120
H -4.0822 9.5205 6.1555 -0.185 -0.075 -0.138 0.110
H -2.8960 8.5047 6.9467 -0.260 -0.818 -0.006 0.130
H -3.1871 6.7351 3.5843 0.145 0.562 0.022 0.090
H -4.3674 6.9736 4.9063 -0.416 -0.530 -0.327 0.083
H -2.7878 6.3901 5.2820 0.390 -0.143 0.021 0.082
C -10.6150 -8.5474 -2.7434 0.122 1.838 1.247 -0.058
O -10.9129 -7.1253 -2.4259 -0.691 -2.695 -0.764 -0.194
C -10.1351 -6.3374 -3.2787 -0.355 1.148 1.087 -0.239
C -9.2597 -5.4445 -2.3934 0.044 1.849 -0.506 -0.168
O -10.0489 -4.4828 -1.6471 -0.655 -1.593 -0.813 -0.205
C -9.4782 -3.2501 -1.2887 -0.464 -0.648 -0.035 -0.117
H -11.2152 -9.1758 -2.0853 0.203 0.114 0.005 0.085
H -9.5512 -8.5458 -2.5058 0.087 -1.117 -0.052 0.083
H -10.7736 -8.8332 -3.7832 -0.196 0.322 -0.102 0.081
H -10.8365 -5.7321 -3.8530 0.196 0.378 -0.185 0.126
H -9.5745 -6.9504 -3.9844 0.440 0.192 0.082 0.113
H -8.6463 -4.8326 -3.0548 0.447 -0.077 -0.274 0.111
H -8.5888 -5.9893 -1.7293 -0.154 -0.319 0.102 0.124
H -9.0122 -2.7476 -2.1362 0.427 -0.032 -0.014 0.082
H -8.8176 -3.4235 -0.4392 0.360 0.513 -0.023 0.086
H -10.3367 -2.6452 -0.9967 0.192 0.125 0.246 0.087
C 1.8067 9.8452 -12.0892 1.233 -1.723 0.232 -0.118
O 1.3621 9.1775 -10.9126 -0.273 1.111 0.555 -0.197
C 0.5921 10.0390 -10.0342 0.679 -1.820 0.236 -0.180
C -0.1056 9.1543 -8.9733 0.553 -0.103 0.736 -0.134
O 0.7735 8.7276 -7.8293 0.066 0.958 -1.372 -0.191
C 0.2292 7.8836 -6.8344 -1.840 -0.754 -1.060 -0.139
H 1.0400 10.3717 -12.6576 -0.004 0.278 0.285 0.087
H 2.2160 9.0367 -12.6950 -0.559 -0.236 -0.426 0.082
H 2.7546 10.3566 -11.9214 -0.402 1.103 0.330 0.084
H -0.0991 10.5094 -10.7336 -0.640 0.316 0.668 0.115
H 1.1566 10.7773 -9.4647 0.524 0.209 -0.419 0.124
H -0.5087 8.3010 -9.5186 -0.063 -0.319 0.370 0.120
H -0.9081 9.7798 -8.5824 -0.251 -0.196 0.272 0.114
H -0.2642 7.0281 -7.2956 0.093 -0.421 -0.452 0.073
H -0.6249 8.2989 -6.2995 0.190 0.762 0.353 0.076
H 0.9065 7.4128 -6.1218 0.691 0.835 -0.307 0.085
C 8.4931 -0.7934 5.8574 -0.852 -0.669 -1.174 -0.127
O 8.8164 -1.3128 7.0985 1.348 1.339 1.327 -0.172
C 8.8989 -2.6858 7.2450 -0.527 -1.642 -0.595 -0.225
C 9.8770 -3.1684 8.3313 0.645 0.342 0.282 -0.182
O 10.0201 -4.5977 8.4762 -0.926 1.067 0.204 -0.175
C 9.1248 -5.0635 9.4780 0.019 -0.855 -0.143 -0.123
H 8.1300 0.2310 5.9405 0.187 -0.100 0.249 0.092
H 7.7111 -1.3999 5.4007 -0.643 0.026 0.047 0.082
H 9.2544 -0.8543 5.0797 0.790 0.177 0.328 0.086
H 9.2043 -3.1879 6.3270 0.212 0.070 -0.355 0.125
H 7.8747 -3.0209 7.4088 -0.165 -0.528 0.387 0.123
H 9.6331 -2.7346 9.3010 -0.205 0.079 0.098 0.118
H 10.8752 -2.7982 8.0977 0.001 0.066 -0.221 0.125
H 9.1641 -6.1527 9.4928 -0.097 -0.052 -0.419 0.085
H 8.1009 -4.7423 9.2865 -0.091 0.008 -0.013 0.084
H 9.3930 -4.8110 10.5039 0.295 0.670 -0.004 0.083
C -6.4925 6.9728 -1.8850 -0.940 0.915 -0.283 -0.058
O -7.1384 7.7631 -0.8215 0.809 -2.373 0.411 -0.179
C -7.2981 9.1110 -1.0230 2.072 1.957 -2.526 -0.226
C -5.9297 9.9272 -0.8712 -0.520 -2.047 1.568 -0.203
O -4.8692 9.7041 -1.7874 -0.861 1.968 -2.002 -0.185
C -4.8265 10.7801 -2.8019 0.589 0.129 1.260 -0.074
H -6.9474 7.1959 -2.8501 -0.480 0.325 -0.094 0.077
H -6.6790 5.9071 -1.7528 -0.020 0.233 0.706 0.083
H -5.4380 7.1464 -2.0996 0.159 0.283 0.908 0.077
H -8.0140 9.6596 -0.4110 -0.137 -0.885 0.632 0.120
H -7.6645 9.1981 -2.0458 -0.172 0.578 -0.418 0.109
H -5.5263 9.4693 0.0319 -0.006 -0.082 0.361 0.117
H -6.1025 10.9539 -0.5483 -0.003 0.413 -0.771 0.111
H -3.8130 10.9160 -3.1794 0.044 -0.787 -0.126 0.079
H -4.9768 11.7348 -2.2979 -0.361 0.062 0.244 0.071
H -5.5323 10.7562 -3.6322 -0.167 -0.695 0.131 0.081
C -2.7225 -10.6860 -3.5627 -0.564 0.491 0.778 -0.136
O -3.7097 -11.3924 -4.2683 -0.463 -0.558 -0.946 -0.187
C -3.1972 -12.5114 -5.0263 0.674 1.443 0.004 -0.192
C -4.2217 -13.3434 -5.8279 1.903 -0.823 0.900 -0.140
O -3.8913 -14.7233 -5.5343 -0.412 0.009 0.462 -0.215
C -2.6682 -15.2442 -6.0640 -0.697 -0.002 -0.549 -0.111
H -2.3782 -11.2598 -2.7022 0.724 -0.409 -0.280 0.087
H -3.1711 -9.8293 -3.0599 -0.595 0.053 -0.266 0.082
H -1.9462 -10.2197 -4.1694 0.357 -0.608 -0.261 0.087
H -2.5863 -13.1113 -4.3516 -0.416 -0.560 0.163 0.119
H -2.4649 -12.1366 -5.7414 0.176 0.408 -0.177 0.112
H -4.0585 -13.2460 -6.9012 -0.316 0.568 -0.083 0.115
H -5.2376 -13.0859 -5.5281 0.016 -0.490 -0.031 0.127
H -2.8561 -15.5561 -7.0914 0.057 -0.152 -0.223 0.081
H -2.3795 -16.1255 -5.4913 -0.263 0.099 0.120 0.088
H -1.7935 -14.5954 -6.1111 -0.181 0.533 0.388 0.080
```
Positions in Å, forces in eV/Å.

Output
Charge: 0
Relative energy (zero: lowest compared OMol25 entry of this formula, charge and spin) (kcal/mol): 162.46
2S+1: 1
SMILES: COCCOC.COCCOC.COCCOC.COCCOC.COCCOC.COCCOC.COCCOC.COCCOC.COCCOC.COCCOC
Calculated total energy (a.u.): -3088.1165
Gap between HOMO and LUMO (hartree): 0.3542